Record 1
24
Properties=species:S:1:pos:R:3:forces:R:3 method="wB97M-V/def2-TZVPD" homo_lumo_gap_ha=0.333 de_lowest_kj_mol=474.4 spin_multiplicity=1 homo_energy_ev=-8.39 e_tot_ha=-575.68377
C -1.2745 1.1566 -0.0125 0.1 2.5 -1.2
C -0.1039 0.8488 -0.5665 0.6 -1.3 -0.8
C 0.2955 -0.5581 -0.2511 -0.5 -0.6 0.7
C -1.1805 -1.1664 0.2732 4.4 -0.4 1.9
C -2.0528 -0.0320 0.4277 -0.1 -0.4 0.5
C 2.0329 -0.0334 0.7188 -2.3 -1.6 2.1
C 0.8490 1.5985 -1.4513 0.9 -1.4 0.2
C -3.1801 0.1892 1.3762 -0.6 0.9 0.0
C 3.1606 -0.9656 0.3133 -1.9 -1.7 -1.0
O 0.8427 -1.4248 -1.2139 1.7 1.2 0.5
O -2.1640 -0.9987 -0.6420 -1.3 0.0 -1.8
O 1.9597 0.7444 1.6262 0.3 -0.6 -1.6
H -1.6024 2.2385 -0.1166 -0.2 -1.6 0.5
H -1.1422 -2.0938 0.8660 -0.2 0.5 -0.2
H 1.8796 1.4484 -0.9629 -1.3 0.8 -0.9
H 0.5462 2.6482 -1.4837 0.4 -0.1 -0.6
H 0.9455 1.0073 -2.4563 -0.4 1.5 1.6
H -3.8454 -0.5448 1.8757 0.9 -0.3 -1.0
H -3.8226 0.9171 0.8413 0.1 -0.1 0.7
H -2.6434 0.6725 2.1804 -0.3 0.6 0.5
H 3.1273 -0.8754 -0.7734 0.0 -0.8 -0.2
H 2.9444 -2.0762 0.6401 0.0 2.3 -0.8
H 4.1605 -0.7623 0.5456 1.2 1.0 1.2
H 0.2680 -1.9380 -1.7542 -1.4 -0.2 -0.3

Record 2
27
Properties=species:S:1:pos:R:3:forces:R:3 method="wB97M-V/def2-TZVPD" homo_lumo_gap_ha=0.317 de_lowest_kj_mol=398.0 spin_multiplicity=1 homo_energy_ev=-8.42 e_tot_ha=-801.37763
C -2.4544 0.1320 0.0197 -0.2 0.0 -0.9
C -2.2557 -1.2381 -0.0062 0.4 -0.6 -0.4
C -1.3610 0.7420 0.6900 -2.5 0.1 -0.3
C -1.0915 -1.4438 0.6945 -1.9 0.6 -0.9
C 1.2453 0.4414 -1.3033 0.1 -0.6 -0.4
C -1.0424 2.1094 0.9614 0.8 -1.5 0.2
C 2.1328 0.1528 -0.3396 -2.7 1.4 1.5
C 2.8194 -1.2075 -0.0692 -0.1 5.8 0.0
C 2.2178 1.1540 0.8022 0.8 0.1 -1.1
O -0.6062 -0.2865 1.1752 0.9 -1.5 0.0
O -3.4510 0.6352 -0.7488 1.2 2.9 1.3
O -2.9811 -2.0592 -0.8960 -0.4 3.3 1.7
O -0.4552 -2.6131 0.7673 0.9 0.6 0.4
O 0.4163 1.5498 -1.6339 2.0 -2.1 0.7
O -2.0296 2.8698 0.6236 -0.6 1.9 -0.2
H 1.1556 -0.4101 -1.9212 -0.8 -0.3 -1.7
H 2.4691 -1.6222 0.7833 -1.2 -1.5 2.8
H 3.8025 -0.8695 0.1122 1.5 -0.1 0.5
H 2.8733 -1.8076 -0.8472 -0.2 -3.0 -3.7
H 3.2521 1.2271 0.9367 2.0 0.6 0.6
H 1.8461 0.9128 1.7694 -0.8 -0.8 0.6
H 1.8815 2.1655 0.5965 -0.3 -0.1 -0.3
H -4.0380 0.0385 -1.1722 -0.4 -1.5 -0.3
H -2.4871 -2.8258 -0.8856 1.3 -3.1 -0.4
H 0.4366 -2.3515 0.4986 0.6 -0.7 0.1
H 0.5404 2.1514 -0.8982 -0.2 0.6 0.4
H -2.8354 2.4534 0.2907 -0.3 -0.4 -0.2

Record 3
22
Properties=species:S:1:pos:R:3:forces:R:3 method="wB97M-V/def2-TZVPD" homo_lumo_gap_ha="0.331 / 0.207" de_lowest_kj_mol=256.3 spin_multiplicity=1 homo_energy_ev="-8.42 / -7.32" e_tot_ha=-2751.41997
C 2.9090 -2.0292 -1.4068 0.3 -0.3 -0.8
C 2.8994 -0.7653 -1.9478 0.6 1.6 -3.0
C 2.5362 -2.1999 -0.1049 -0.8 0.5 1.5
C 2.4076 0.3637 -1.2580 0.9 -2.5 -0.3
C 2.1731 -1.0581 0.6426 -1.2 0.1 2.1
C 2.0467 0.2367 0.0589 0.3 -1.6 0.9
C -2.2783 1.9632 0.5542 -1.4 2.2 -3.0
C -1.6467 -0.4741 1.2084 1.6 -0.3 1.7
C -1.7569 0.9800 1.4641 1.3 -0.3 3.6
Se 1.5350 1.7374 1.0537 -0.5 0.0 0.3
H 3.1955 -2.9111 -1.9930 0.0 0.5 0.1
H 3.2931 -0.6333 -3.0544 -1.0 -0.2 2.4
H 2.4823 -3.2363 0.2428 0.1 0.6 0.5
H 2.3437 1.3082 -1.6639 0.0 1.8 -1.3
H 1.8468 -1.0570 1.7645 0.8 -0.6 -2.2
H -3.4242 2.1482 0.7550 1.7 -0.5 -0.7
H -2.0739 1.7987 -0.6057 -0.8 -0.3 2.4
H -1.8576 3.0042 0.6255 -0.2 -1.0 0.6
H -1.8228 -1.2510 2.0425 -1.1 1.5 -1.2
H -2.0929 -0.5354 0.2649 -0.9 -1.6 -1.4
H -0.5866 -0.7616 1.1244 0.2 0.4 -0.7
H -1.6963 1.2717 2.5615 0.0 -0.1 -1.5

Values for max |F|, eV Å⁻¹, ordered as above
4.77 5.82 4.00